[1]
ORCA calculation (ωB97M-V with the def2-TZVPD basis set) on 2 unconnected molecules or ions with the total composition C4H9NO2.

Geometry (Å):
1 C 0.335 0.553 -0.753
2 C -1.275 -0.140 -1.055
3 C 0.771 -0.503 0.090
4 N -2.180 0.218 -0.048
5 C 0.717 -1.614 0.752
6 O 0.196 1.739 -0.195
7 O 1.996 0.849 1.335
8 H 1.299 1.468 0.902
9 H 2.827 1.073 0.899
10 H 0.803 0.503 -1.754
11 H -2.117 -0.359 0.782
12 H -2.044 1.192 0.212
13 H -1.460 0.412 -1.975
14 H -1.253 -1.210 -1.255
15 H -0.081 -2.328 0.569
16 H 1.466 -1.851 1.496

Cartesian forces (eV/Å) of the 6 atoms listed first:
-0.3 0.1 -0.2
0.6 0.1 0.1
-0.4 -0.1 0.1
0.0 0.0 0.1
0.1 0.1 0.0
0.0 -0.1 0.0

E_HOMO (alpha / beta) = -8.382 / -8.382 eV
LUMO energy (alpha / beta) = -0.308 / -0.307 eV
Energy relative to the best compared isomer or geometry (same formula, charge and spin) = 512.3 kJ/mol
Total charge = 0
M = 103.121 g mol⁻¹
E = -362.8904 a.u.
Maximum force = 0.6 eV Å⁻¹

=====

[2]
ORCA calculation (ωB97M-V with the def2-TZVPD basis set) on C4H9NO2 in the gas phase.

Geometry (Å):
1 N 1.375 0.469 1.327
2 C 1.286 -0.830 0.933
3 O 1.908 -1.730 1.472
4 C 0.360 -1.092 -0.254
5 C -1.050 -0.485 -0.119
6 C -1.269 0.806 -0.903
7 O -0.316 1.824 -0.596
8 H 1.927 0.671 2.147
9 H 0.789 1.187 0.916
10 H 0.852 -0.722 -1.166
11 H 0.312 -2.179 -0.344
12 H -1.796 -1.207 -0.473
13 H -1.274 -0.304 0.939
14 H -1.256 0.598 -1.982
15 H -2.250 1.225 -0.660
16 H 0.402 1.766 -1.237

Cartesian forces (eV/Å) of the 6 atoms listed first:
0.0 0.0 0.1
0.1 0.0 0.0
-0.2 0.3 -0.1
0.0 -0.1 0.0
0.0 0.0 0.1
-0.2 -0.2 -0.1

E_HOMO = -9.555 eV
LUMO energy = 0.659 eV
Energy relative to the best compared isomer or geometry (same formula, charge and spin) = 56.5 kJ/mol
Total charge = 0
M = 103.121 g mol⁻¹
E = -363.0640 a.u.
Maximum force = 0.3 eV Å⁻¹

=====

[3]
ORCA calculation (ωB97M-V with the def2-TZVPD basis set) on C4H9NO2 in the gas phase in a non-equilibrium geometry.

Geometry (Å):
1 C -0.816 0.572 -0.664
2 C -1.976 -0.313 -0.212
3 C 1.065 -0.836 0.160
4 C 0.433 0.352 0.132
5 N 1.098 1.419 0.833
6 O 0.615 -1.911 -0.503
7 O 2.297 -0.973 0.721
8 H 2.492 -0.121 1.144
9 H 1.400 -2.508 -0.659
10 H 1.439 2.132 0.185
11 H 0.445 1.882 1.468
12 H -1.103 1.622 -0.570
13 H -0.592 0.294 -1.746
14 H -2.908 -0.026 -0.698
15 H -2.111 -0.234 0.865
16 H -1.777 -1.351 -0.455

Cartesian forces (eV/Å) of the 6 atoms listed first:
0.1 -0.8 -0.9
-0.1 0.2 0.0
0.4 1.7 -0.2
0.4 -0.6 0.1
-0.2 0.3 0.1
1.4 -1.3 -0.2

E_HOMO = -7.866 eV
LUMO energy = 0.810 eV
Energy relative to the best compared isomer or geometry (same formula, charge and spin) = 150.9 kJ/mol
Total charge = 0
M = 103.121 g mol⁻¹
E = -363.0281 a.u.
Maximum force = 1.9 eV Å⁻¹

=====

[4]
ORCA calculation (ωB97M-V with the def2-TZVPD basis set) on C4H9NO2 in the gas phase in a non-equilibrium geometry.

Geometry (Å):
1 C -0.332 -0.304 -0.537
2 C 0.673 -1.346 -1.076
3 C 1.530 -1.810 0.064
4 O 1.380 -2.925 0.511
5 N 0.143 0.691 0.407
6 C -0.972 1.407 0.946
7 O -1.370 2.555 0.122
8 H -0.734 0.135 -1.442
9 H -1.300 -0.729 -0.217
10 H 1.229 -0.928 -1.924
11 H 0.022 -2.139 -1.442
12 H 2.293 -1.208 0.576
13 H 0.776 0.766 1.169
14 H -2.008 1.050 1.053
15 H -0.751 1.755 1.956
16 H -0.579 3.031 -0.168

Cartesian forces (eV/Å) of the 6 atoms listed first:
0.0 -0.7 -0.7
-0.5 1.0 0.6
-0.2 -1.8 0.0
0.1 0.1 0.1
-2.8 1.4 0.0
-1.2 2.7 -0.4

E_HOMO = -9.430 eV
LUMO energy = 0.833 eV
Energy relative to the best compared isomer or geometry (same formula, charge and spin) = 295.6 kJ/mol
Total charge = 0
M = 103.121 g mol⁻¹
E = -362.9730 a.u.
Maximum force = 3.2 eV Å⁻¹

=====

[5]
ORCA calculation (ωB97M-V with the def2-TZVPD basis set) on C4H9NO2 in the gas phase.

Geometry (Å):
1 C 2.122 -0.426 -1.012
2 N 0.864 0.156 -0.597
3 C 0.855 0.860 0.454
4 O -0.232 1.354 1.044
5 C -1.523 0.852 0.644
6 C -1.609 -0.674 0.526
7 O -1.501 -1.151 -0.783
8 H 2.076 -1.510 -0.863
9 H 2.286 -0.256 -2.079
10 H 2.983 -0.037 -0.451
11 H 1.760 1.166 0.991
12 H -2.200 1.230 1.412
13 H -1.808 1.309 -0.304
14 H -0.846 -1.096 1.199
15 H -2.575 -1.015 0.903
16 H -0.653 -0.762 -1.084

Cartesian forces (eV/Å) of the 6 atoms listed first:
0.2 -0.1 -0.1
-0.1 0.1 0.5
0.2 0.1 -0.4
0.1 -0.2 0.1
-0.3 0.0 -0.1
-0.1 0.1 0.5

E_HOMO = -9.834 eV
LUMO energy = 0.993 eV
Energy relative to the best compared isomer or geometry (same formula, charge and spin) = 185.2 kJ/mol
Total charge = 0
M = 103.121 g mol⁻¹
E = -363.0150 a.u.
Maximum force = 0.5 eV Å⁻¹

=====

[6]
ORCA calculation (ωB97M-V with the def2-TZVPD basis set) on 2 unconnected molecules or ions with the total composition C4H9NO2 in a non-equilibrium geometry.

Geometry (Å):
1 C 1.120 -0.440 -0.257
2 O 1.812 0.635 -0.128
3 C -0.243 0.246 -0.110
4 C -0.638 0.338 1.318
5 C -1.410 -0.792 0.566
6 N -2.625 -0.281 -0.003
7 O -1.392 -1.991 0.781
8 H 1.154 -0.966 -1.233
9 H 1.195 -1.294 0.445
10 H 4.539 1.452 -1.518
11 H -0.436 1.042 -0.797
12 H 3.828 1.638 -1.648
13 H -1.251 1.190 1.573
14 H 0.205 0.102 1.939
15 H -2.571 0.163 -0.909
16 H -3.287 -1.043 -0.020

Cartesian forces (eV/Å) of the 6 atoms listed first:
-0.8 -3.6 -1.9
-0.5 1.7 0.5
4.5 2.4 1.7
0.0 0.5 -2.3
-3.9 -1.4 1.9
0.2 0.1 -0.1

E_HOMO = -9.386 eV
LUMO energy = -2.200 eV
Energy relative to the best compared isomer or geometry (same formula, charge and spin) = 685.6 kJ/mol
Total charge = 0
M = 103.121 g mol⁻¹
E = -362.8244 a.u.
Maximum force = 5.4 eV Å⁻¹

=====

[7]
ORCA calculation (ωB97M-V with the def2-TZVPD basis set) on C4H9NO2 in the gas phase.

Geometry (Å):
1 C 1.437 -0.687 -1.213
2 C 0.406 -0.239 -0.213
3 C 0.640 0.953 0.623
4 O 0.277 0.746 2.039
5 N -0.918 -0.392 -0.673
6 C -2.045 -0.211 -0.036
7 O -2.149 0.134 1.232
8 H 1.303 -1.740 -1.501
9 H 2.434 -0.628 -0.763
10 H 1.482 -0.103 -2.155
11 H -1.255 0.321 1.658
12 H 1.697 1.243 0.582
13 H 0.033 1.837 0.360
14 H 0.669 -0.118 2.244
15 H -1.031 -0.728 -1.626
16 H -2.981 -0.387 -0.558

Cartesian forces (eV/Å) of the 6 atoms listed first:
0.1 -0.1 -0.1
-0.1 0.0 0.0
0.1 0.1 -0.1
0.1 -0.2 0.0
-0.1 0.0 0.1
0.0 0.1 -0.1

E_HOMO = -6.374 eV
LUMO energy = 0.789 eV
Energy relative to the best compared isomer or geometry (same formula, charge and spin) = 316.6 kJ/mol
Total charge = 0
M = 103.121 g mol⁻¹
E = -362.9649 a.u.
Maximum force = 0.2 eV Å⁻¹

=====

[8]
ORCA calculation (ωB97M-V with the def2-TZVPD basis set) on a molecular structure, C4H9NO2 in a non-equilibrium geometry.

Geometry (Å):
1 C 1.783 -0.328 -1.670
2 N 1.916 0.648 -0.649
3 C 1.771 1.292 0.306
4 O -0.099 0.735 1.496
5 C -1.184 0.850 0.586
6 C -1.732 -0.548 0.222
7 O -0.649 -1.430 0.008
8 H 0.895 -0.925 -1.434
9 H 1.677 0.181 -2.629
10 H 2.683 -0.944 -1.678
11 H 0.751 1.423 1.316
12 H -1.996 1.441 1.030
13 H -0.881 1.343 -0.352
14 H -2.382 -0.937 1.021
15 H -2.335 -0.515 -0.698
16 H -0.042 -1.156 0.719

Cartesian forces (eV/Å) of the 6 atoms listed first:
0.0 -0.2 -0.2
-0.1 0.4 0.7
1.7 0.2 -1.5
0.2 0.8 0.4
-0.1 0.2 -0.1
-0.1 0.2 0.2

E_HOMO = -9.767 eV
LUMO energy = 0.853 eV
Energy relative to the best compared isomer or geometry (same formula, charge and spin) = 348.3 kJ/mol
Total charge = 0
M = 103.121 g mol⁻¹
E = -362.9529 a.u.
Maximum force = 3.1 eV Å⁻¹

=====

[9]
ORCA calculation (ωB97M-V with the def2-TZVPD basis set) on C4H9NO2 in the gas phase.

Geometry (Å):
1 N -0.449 -0.818 1.795
2 C 0.355 0.261 1.471
3 O 1.415 0.463 2.027
4 C -0.157 1.123 0.331
5 C 0.492 0.763 -1.019
6 C -0.032 -0.527 -1.650
7 O 0.459 -1.691 -1.016
8 H -1.445 -0.752 1.630
9 H -0.163 -1.307 2.634
10 H -1.252 1.049 0.258
11 H 0.090 2.157 0.593
12 H 0.340 1.601 -1.712
13 H 1.574 0.648 -0.893
14 H -1.136 -0.520 -1.663
15 H 0.298 -0.580 -2.693
16 H 0.048 -1.744 -0.136

Cartesian forces (eV/Å) of the 6 atoms listed first:
0.1 0.0 0.2
0.1 0.1 0.1
-0.4 -0.2 -0.3
0.0 0.1 0.0
0.1 0.0 0.0
-0.1 0.3 -0.2

E_HOMO = -10.072 eV
LUMO energy = 0.675 eV
Energy relative to the best compared isomer or geometry (same formula, charge and spin) = 58.6 kJ/mol
Total charge = 0
M = 103.121 g mol⁻¹
E = -363.0632 a.u.
Maximum force = 0.5 eV Å⁻¹

=====

[10]
ORCA calculation (ωB97M-V with the def2-TZVPD basis set) on C4H9NO2 in the gas phase in a non-equilibrium geometry.

Geometry (Å):
1 C -1.571 -0.532 -0.013
2 O -2.677 0.180 0.639
3 C -0.264 0.287 -0.020
4 C 0.930 -0.709 -0.411
5 C 2.089 -0.060 -1.022
6 O 3.217 0.088 -0.529
7 N -0.015 0.912 1.206
8 H -1.984 -0.790 -1.040
9 H -1.173 -1.363 0.496
10 H -2.369 1.061 0.948
11 H -0.281 1.040 -0.833
12 H 0.540 -1.376 -1.201
13 H 1.089 -1.266 0.613
14 H 1.929 0.240 -2.094
15 H 0.301 1.855 1.146
16 H 0.240 0.432 2.114

Cartesian forces (eV/Å) of the 6 atoms listed first:
-1.1 2.4 -1.0
1.2 -0.4 -0.3
0.9 -0.6 -2.3
-1.9 -1.0 2.2
3.2 0.4 0.4
-2.6 -0.2 -0.9

E_HOMO = -9.502 eV
LUMO energy = 0.744 eV
Energy relative to the best compared isomer or geometry (same formula, charge and spin) = 252.2 kJ/mol
Total charge = 0
M = 103.121 g mol⁻¹
E = -362.9895 a.u.
Maximum force = 3.2 eV Å⁻¹

=====

[11]
ORCA calculation (ωB97M-V with the def2-TZVPD basis set) on C4H9NO2S in the gas phase in a non-equilibrium geometry.

Geometry (Å):
1 C -1.030 -0.702 1.092
2 C -0.088 0.402 0.564
3 C 1.372 0.087 0.673
4 S 2.144 0.303 2.320
5 N -0.452 0.628 -0.860
6 C -0.186 -0.222 -1.891
7 O -1.202 -0.153 -2.832
8 O 0.809 -0.895 -2.180
9 H -0.846 -1.845 0.838
10 H -0.946 -0.575 2.136
11 H -2.148 -0.533 0.772
12 H -0.248 1.499 0.949
13 H 1.708 0.942 0.028
14 H 1.927 -0.751 0.186
15 H 1.718 1.481 2.772
16 H -1.394 1.080 -0.944
17 H -1.138 -0.746 -3.624

Cartesian forces (eV/Å) of the 6 atoms listed first:
-1.8 -0.8 -0.9
-1.5 -0.5 -1.3
2.1 2.7 -1.0
0.2 -1.1 0.1
-1.1 0.5 -0.5
1.1 -1.3 -2.9

E_HOMO = -9.163 eV
LUMO energy = 0.631 eV
Energy relative to the best compared isomer or geometry (same formula, charge and spin) = 130.0 kJ/mol
Total charge = 0
M = 135.188 g mol⁻¹
E = -761.2139 a.u.
Maximum force = 3.5 eV Å⁻¹

=====

[12]
ORCA calculation (ωB97M-V with the def2-TZVPD basis set) on C4H9NO2S in the gas phase in a non-equilibrium geometry.

Geometry (Å):
1 C -0.764 -1.315 -1.535
2 C -0.137 0.919 1.746
3 C -0.922 -0.336 -0.451
4 C 0.200 0.206 0.240
5 N 1.106 1.134 -0.549
6 O 1.124 1.016 -1.748
7 O 1.724 1.969 0.037
8 S 1.332 -1.214 0.882
9 H -0.402 -2.283 -1.315
10 H -1.713 -1.657 -1.756
11 H -0.265 -1.111 -2.479
12 H -0.255 0.174 2.567
13 H 0.745 1.576 1.945
14 H -1.068 1.494 1.742
15 H -1.547 -0.689 0.350
16 H -1.434 0.466 -1.004
17 H 2.276 -0.349 1.330

Cartesian forces (eV/Å) of the 6 atoms listed first:
1.0 -1.7 -1.1
0.6 -0.2 -1.5
-1.5 1.0 -1.5
3.0 0.6 5.5
-1.0 -0.2 -0.5
-0.3 -0.5 -0.7

E_HOMO = -9.539 eV
LUMO energy = 0.071 eV
Energy relative to the best compared isomer or geometry (same formula, charge and spin) = 461.1 kJ/mol
Total charge = 0
M = 135.188 g mol⁻¹
E = -761.0878 a.u.
Maximum force = 6.3 eV Å⁻¹